1.
DFT (ωB97M-V/def2-TZVPD) results for a cluster of 10 separate species, C30H70N10O10 in total in a non-equilibrium geometry.

Results
Relative energy (zero: lowest compared OMol25 entry of this formula, charge and spin) = 525.57 kJ/mol
E = -2485.07201 Eh
Max |F| = 0.1098 Eh/bohr
Gap between HOMO and LUMO = 9.6 eV
HOMO energy = -9.19 eV
Multiplicity = 1

XYZ file:
```
120
Properties=species:S:1:pos:R:3:mulliken_charge:R:1
C -0.166 -0.283 -2.302 -0.990
C -0.054 0.618 -1.058 0.612
O -1.081 1.081 -0.581 -0.657
N 1.129 0.835 -0.479 -0.149
C 2.444 0.325 -1.053 -0.869
H 0.521 0.015 -3.094 0.297
H -1.213 -0.330 -2.604 0.289
H 0.108 -1.296 -2.010 0.292
H 1.121 1.379 0.372 0.280
H 2.641 0.770 -2.028 0.302
H 2.522 -0.739 -1.274 0.287
H 3.246 0.568 -0.356 0.308
C 0.161 -8.602 0.444 -0.966
C -0.490 -9.903 0.021 0.682
O -1.165 -10.534 0.828 -0.638
N -0.160 -10.402 -1.188 -0.176
C -0.747 -11.645 -1.706 -0.847
H 0.282 -8.576 1.527 0.288
H -0.603 -7.850 0.247 0.246
H 1.133 -8.395 -0.002 0.317
H 0.475 -9.844 -1.741 0.186
H -0.963 -11.658 -2.774 0.312
H -1.622 -12.022 -1.177 0.303
H 0.017 -12.409 -1.566 0.293
C -4.081 10.773 4.813 -0.846
C -2.903 10.101 4.227 0.601
O -1.938 10.776 3.882 -0.623
N -2.976 8.735 4.189 -0.177
C -1.985 7.879 3.590 -0.821
H -4.439 11.532 4.117 0.247
H -3.755 11.285 5.718 0.238
H -4.829 10.044 5.125 0.282
H -3.792 8.266 4.555 0.223
H -1.549 8.409 2.744 0.283
H -2.342 6.893 3.292 0.325
H -1.170 7.830 4.313 0.269
C 6.552 -7.996 -3.364 -1.088
C 5.415 -8.721 -4.117 0.689
O 4.265 -8.337 -4.069 -0.626
N 5.794 -9.819 -4.766 -0.176
C 4.863 -10.688 -5.427 -0.901
H 6.189 -7.166 -2.758 0.298
H 7.269 -7.659 -4.113 0.309
H 6.967 -8.620 -2.573 0.322
H 6.751 -10.139 -4.815 0.259
H 4.229 -11.310 -4.794 0.296
H 5.433 -11.529 -5.822 0.342
H 4.250 -10.299 -6.241 0.276
C 9.921 -0.625 -3.731 -1.021
C 11.012 -0.866 -2.789 0.682
O 10.688 -1.045 -1.604 -0.638
N 12.318 -0.826 -3.197 -0.210
C 13.409 -1.338 -2.379 -0.758
H 9.114 -1.348 -3.616 0.289
H 10.175 -0.773 -4.781 0.338
H 9.470 0.352 -3.564 0.248
H 12.379 -0.320 -4.069 0.218
H 13.052 -1.814 -1.466 0.290
H 14.027 -0.467 -2.161 0.281
H 13.874 -2.046 -3.064 0.282
C 6.350 6.531 3.188 -0.888
C 6.171 7.930 3.417 0.703
O 5.345 8.587 2.702 -0.680
N 6.909 8.555 4.321 -0.217
C 6.786 9.999 4.580 -0.821
H 5.484 5.996 3.577 0.237
H 7.243 6.197 3.718 0.292
H 6.474 6.327 2.125 0.260
H 7.441 8.040 5.007 0.224
H 6.385 10.554 3.731 0.307
H 7.764 10.406 4.838 0.292
H 6.126 10.127 5.437 0.292
C -1.770 1.246 6.252 -1.020
C -0.442 0.742 5.742 0.701
O 0.488 1.550 5.522 -0.668
N -0.368 -0.561 5.555 -0.173
C 0.848 -1.221 5.138 -0.869
H -1.478 2.146 6.793 0.285
H -2.158 0.568 7.012 0.331
H -2.576 1.463 5.551 0.262
H -1.187 -1.140 5.667 0.247
H 0.949 -1.194 4.053 0.265
H 0.659 -2.260 5.407 0.353
H 1.730 -0.930 5.708 0.288
C -11.836 6.017 -0.858 -1.013
C -10.696 5.269 -0.278 0.631
O -11.005 4.327 0.454 -0.613
N -9.422 5.691 -0.481 -0.214
C -8.325 5.163 0.347 -0.795
H -11.701 6.158 -1.931 0.330
H -12.053 6.944 -0.327 0.272
H -12.740 5.417 -0.754 0.286
H -9.216 6.592 -0.887 0.254
H -8.476 5.403 1.399 0.283
H -7.358 5.642 0.197 0.326
H -8.291 4.075 0.285 0.253
C -5.716 2.705 -6.509 -0.946
C -5.312 1.568 -7.377 0.670
O -6.092 0.708 -7.745 -0.637
N -4.059 1.588 -7.740 -0.187
C -3.468 0.539 -8.568 -0.861
H -4.932 3.460 -6.450 0.299
H -5.790 2.309 -5.496 0.242
H -6.560 3.297 -6.864 0.284
H -3.395 2.275 -7.411 0.254
H -2.378 0.532 -8.544 0.334
H -3.825 0.568 -9.597 0.259
H -3.682 -0.491 -8.281 0.289
C -6.343 -6.464 3.778 -1.126
C -5.915 -5.043 3.865 0.763
O -5.070 -4.670 4.699 -0.668
N -6.585 -4.258 3.069 -0.186
C -6.419 -2.830 2.922 -0.836
H -6.149 -6.714 2.735 0.325
H -7.411 -6.574 3.968 0.314
H -5.734 -7.071 4.448 0.281
H -7.342 -4.647 2.526 0.235
H -7.073 -2.366 3.660 0.281
H -6.588 -2.535 1.886 0.328
H -5.406 -2.467 3.094 0.289
```

2.
DFT (ωB97M-V/def2-TZVPD) results for a structure of composition C30H71GaN8O9P in a non-equilibrium geometry.

Results
E = -4566.89252 Eh
Max |F| = 0.1262 Eh/bohr
Gap between HOMO and LUMO = 6.2 eV
Net charge = -1
HOMO energy = -4.16 eV
Multiplicity = 1

XYZ file:
```
120
Properties=species:S:1:pos:R:3:mulliken_charge:R:1
C -1.208 0.621 1.796 -0.854
C -0.468 -0.844 1.703 0.560
C -1.383 -2.112 2.197 -0.253
C -0.513 -3.535 2.247 -0.725
C 0.196 -3.800 0.793 0.479
C 1.835 -3.797 0.804 -0.893
Ga 2.718 -1.997 0.303 -0.448
P 5.047 -2.285 0.726 0.463
O 5.604 -3.615 0.065 -0.740
N 2.589 -1.509 -1.571 0.336
C 1.752 -2.475 -2.379 -0.519
C 2.076 -0.086 -1.635 0.151
C 3.189 1.113 -1.303 -0.650
O 0.819 0.289 -1.886 -0.464
H -1.660 0.781 2.875 0.207
H -1.987 0.780 0.936 0.071
H -0.348 1.435 1.687 0.262
H 0.478 -0.816 2.427 0.066
H -0.122 -0.969 0.572 -0.375
H -2.284 -2.233 1.434 0.051
H -1.818 -1.822 3.266 0.309
H -1.339 -4.384 2.391 0.232
H 0.200 -3.608 3.172 0.246
H -0.132 -4.897 0.458 0.138
H -0.301 -3.071 0.024 -0.259
H 2.220 -4.669 0.110 0.238
H 2.171 -4.099 1.909 0.330
H 2.274 -0.748 1.194 0.044
H 5.669 -1.095 0.141 -0.012
H 5.242 -2.203 2.151 0.002
H 2.380 -3.391 -2.744 0.249
H 1.415 -1.880 -3.357 0.160
H 0.762 -2.828 -1.863 0.111
H 3.620 1.042 -0.206 0.070
H 4.082 0.953 -2.078 0.252
H 2.768 2.195 -1.511 0.159
C 2.771 2.081 3.448 -0.010
O 3.543 1.801 2.540 -0.670
N 2.282 3.340 3.724 0.313
C 1.369 3.590 4.821 -1.039
C 2.694 4.451 2.891 -1.054
H 2.396 1.310 4.141 0.476
H 0.441 4.007 4.421 0.369
H 1.828 4.308 5.507 0.347
H 1.144 2.668 5.364 0.319
H 2.402 4.247 1.857 0.277
H 3.783 4.546 2.938 0.301
H 2.228 5.381 3.229 0.387
C -2.674 2.819 -0.857 0.057
O -3.505 3.203 -0.044 -0.671
N -2.885 2.680 -2.213 0.203
C -1.848 2.218 -3.112 -0.601
C -4.187 3.007 -2.757 -1.053
H -1.652 2.544 -0.549 0.404
H -1.658 2.992 -3.862 0.419
H -2.189 1.304 -3.607 0.211
H -0.921 2.009 -2.571 0.022
H -4.413 4.054 -2.534 0.309
H -4.941 2.375 -2.280 0.317
H -4.204 2.849 -3.839 0.362
C 3.444 3.013 8.327 0.042
O 2.410 2.625 7.800 -0.545
N 4.721 2.720 7.898 0.155
C 5.898 3.219 8.578 -0.931
C 4.893 1.884 6.727 -0.826
H 3.427 3.654 9.224 0.301
H 6.483 3.823 7.878 0.333
H 6.498 2.370 8.918 0.327
H 5.625 3.833 9.441 0.296
H 4.402 2.362 5.874 0.177
H 4.418 0.915 6.909 0.299
H 5.954 1.739 6.508 0.366
C -4.757 -1.930 3.600 0.066
O -3.680 -1.353 3.528 -0.588
N -5.159 -2.749 4.633 0.151
C -6.454 -3.399 4.644 -0.943
C -4.258 -2.969 5.745 -0.900
H -5.516 -1.832 2.807 0.314
H -7.007 -3.071 5.530 0.338
H -6.307 -4.482 4.684 0.338
H -7.029 -3.147 3.749 0.285
H -4.027 -2.007 6.211 0.290
H -3.330 -3.411 5.370 0.244
H -4.711 -3.637 6.484 0.375
C -2.413 -4.067 -2.545 -0.034
O -1.876 -3.816 -1.474 -0.537
N -1.922 -4.926 -3.506 0.194
C -2.620 -5.171 -4.751 -1.035
C -0.667 -5.606 -3.263 -0.745
H -3.372 -3.604 -2.830 0.349
H -2.853 -6.237 -4.823 0.373
H -1.971 -4.881 -5.583 0.344
H -3.548 -4.596 -4.803 0.338
H -0.759 -6.209 -2.355 0.269
H 0.119 -4.859 -3.112 0.125
H -0.406 -6.249 -4.107 0.394
C 1.214 3.333 -5.163 0.137
O 0.107 3.089 -5.626 -0.627
N 1.725 4.592 -4.930 0.162
C 3.048 4.798 -4.378 -0.954
C 0.912 5.748 -5.247 -0.943
H 1.912 2.526 -4.887 0.307
H 2.957 5.351 -3.438 0.346
H 3.642 5.379 -5.089 0.361
H 3.548 3.845 -4.186 0.288
H -0.016 5.700 -4.670 0.269
H 0.665 5.728 -6.313 0.284
H 1.446 6.672 -5.010 0.387
C -4.174 -0.719 -6.413 0.054
O -4.829 -1.681 -6.035 -0.589
N -2.822 -0.727 -6.683 0.215
C -2.116 0.457 -7.127 -1.109
C -2.081 -1.961 -6.517 -0.913
H -4.639 0.268 -6.571 0.281
H -1.670 0.258 -8.106 0.350
H -1.327 0.691 -6.406 0.453
H -2.792 1.312 -7.209 0.300
H -2.512 -2.725 -7.171 0.300
H -2.172 -2.293 -5.479 0.260
H -1.027 -1.815 -6.767 0.390
```

One value per record, in order, for LUMO energy: 0.43 2.06 eV.